50
Properties=species:S:1:pos:R:3:forces:R:3:lowdin_charge:R:1 method="wB97M-V/def2-TZVPD" homo_energy_ev="-14.96 / -12.61" homo_lumo_gap_ev="6.7 / 3.8" charge=+2 de_lowest_kj_mol=0.00 total_energy_ha=-3567.5916 multiplicity=6
I 0.6447 -0.7019 1.3940 -0.47 -0.33 -0.70 0.52
I 0.6856 0.8848 -0.7692 -0.22 -1.05 0.16 0.57
Dy -3.0231 -2.3910 -1.5560 0.60 -0.29 -1.48 0.70
P -0.2146 -2.7953 -2.4522 1.81 -0.76 -0.88 0.65
C 1.5264 -2.2351 -2.3555 0.34 0.65 0.13 -0.35
C 0.2288 -4.5744 -2.2242 -0.60 0.05 0.15 -0.27
H 0.8713 -4.9168 -3.0462 -0.20 0.12 0.22 0.06
H 0.5677 -3.2242 -4.7244 -0.33 0.13 0.13 0.06
H -0.6798 -5.1801 -2.1804 0.20 -0.17 -0.02 0.04
H -1.2235 -3.1835 -4.6361 0.14 0.05 -0.18 0.04
H 1.9592 -2.4379 -1.3748 -0.02 -0.05 0.02 0.03
H 0.7684 -4.6675 -1.2761 -0.14 -0.10 -0.13 0.05
C -0.3006 -2.7091 -4.2885 -0.49 0.04 0.02 -0.28
H 2.0990 -2.7858 -3.1180 -0.18 0.18 0.32 0.06
H -0.3001 -1.6610 -4.6094 -0.02 -0.19 -0.01 0.05
H 1.6236 -1.1597 -2.5385 0.03 -0.35 -0.15 -0.04
P -3.7459 -0.9403 0.5928 -0.89 1.19 2.26 0.61
C -3.0577 0.3679 1.6576 0.29 0.38 -0.05 -0.30
C -5.2947 -0.1073 0.0769 -0.04 0.00 -0.33 -0.27
H -4.8425 -2.9217 1.4572 -0.03 0.05 0.22 0.04
H -5.1556 -1.4860 2.4874 0.17 -0.16 -0.10 0.06
H -3.5839 -2.3362 2.5791 -0.16 -0.03 -0.13 0.05
C -4.3974 -2.0315 1.9121 0.05 -0.30 -0.19 -0.26
H -5.9310 -0.7579 -0.5364 0.09 0.12 0.14 0.05
H -5.8440 0.1837 0.9798 0.05 -0.06 -0.22 0.06
H -3.8962 0.8072 2.1997 0.12 0.05 0.11 0.06
H -2.5586 1.1528 1.0890 -0.09 0.06 -0.11 0.03
H -5.0543 0.7921 -0.4976 -0.09 -0.08 0.01 0.05
H -2.3263 -0.0165 2.3678 -0.14 -0.15 0.00 0.01
Cl -4.3959 -4.3690 -1.4963 -0.49 -0.63 0.06 -0.22
C 0.7301 3.9414 0.5149 -0.37 -0.12 -0.36 -0.14
N 2.0588 3.6007 1.0316 -0.42 0.30 0.83 -0.27
C 2.6015 4.7055 1.8442 0.32 0.59 0.38 -0.04
C 2.2452 2.3686 1.6842 1.76 -0.05 -1.53 -0.83
S 1.1223 1.7979 2.8058 -0.28 0.07 0.41 0.71
N 3.3937 1.7464 1.3616 -1.56 0.02 0.28 -0.17
C 4.3209 2.2999 0.3851 0.49 0.37 -0.18 -0.01
C 3.7247 0.4057 1.8122 0.87 -0.17 0.61 -0.12
H 0.7700 4.9998 0.2051 -0.18 -0.53 0.30 0.11
H -0.0765 3.7508 1.2498 0.28 0.35 -0.39 0.08
H 0.5365 3.3310 -0.3875 -0.02 0.86 0.66 -0.06
H 3.6593 4.4930 2.0710 -0.41 0.26 0.02 0.10
H 2.5248 5.6388 1.2534 0.20 -0.56 0.38 0.11
H 2.0299 4.8376 2.7963 0.43 -0.05 -0.64 0.11
H 5.2948 2.4255 0.8863 -0.32 0.01 -0.24 0.12
H 4.4544 1.6151 -0.4658 -0.15 0.11 0.32 0.11
H 3.9426 3.2672 0.0501 0.27 -0.35 -0.07 0.09
H 3.2337 0.1792 2.7625 0.11 0.07 -0.22 0.05
H 3.4722 -0.3627 1.0651 -0.01 0.44 0.11 0.05
H 4.8118 0.3600 1.9605 -0.29 0.02 0.02 0.11